1.
Below is a structure of composition C54H120B4F16FeN6, with properties calculated with the ωB97M-V functional and the def2-TZVPD basis.

Geometry (Å):
Fe 0.363 3.433 -0.040
C 0.748 -2.754 0.675
C -0.740 -3.081 0.354
C -0.931 -4.039 -0.913
N -2.346 -4.326 -1.457
C -3.009 -3.010 -1.918
C -4.422 -3.196 -2.630
C -4.228 -4.077 -3.717
C -3.692 -5.441 -3.317
C -2.257 -5.303 -2.684
C -3.132 -5.053 -0.331
H 0.813 -2.254 1.642
H 1.346 -2.327 -0.131
H 1.373 -3.620 0.891
H -1.190 -2.106 0.165
H -1.219 -3.519 1.230
H -0.537 -5.004 -0.594
H -0.327 -3.728 -1.765
H -2.235 -2.422 -2.410
H -3.159 -2.459 -0.989
H -4.818 -2.208 -2.862
H -5.234 -3.624 -2.043
H -3.612 -3.601 -4.480
H -5.075 -4.406 -4.318
H -3.558 -6.135 -4.147
H -4.381 -5.997 -2.681
H -1.502 -4.882 -3.348
H -1.926 -6.277 -2.325
H -3.130 -4.570 0.646
H -2.640 -5.997 -0.101
H -4.167 -5.347 -0.506
C -4.406 1.297 -1.867
C -4.194 1.690 -3.390
C -2.994 0.883 -4.032
N -2.364 1.572 -5.287
C -1.795 0.411 -6.087
C -1.142 0.868 -7.410
C -1.950 1.731 -8.364
C -2.874 2.716 -7.560
C -3.425 2.252 -6.216
C -1.292 2.605 -4.823
H -5.306 1.779 -1.485
H -3.458 1.458 -1.353
H -4.617 0.244 -1.681
H -4.082 2.768 -3.505
H -5.119 1.494 -3.933
H -3.469 -0.063 -4.291
H -2.184 0.530 -3.394
H -2.452 -0.444 -6.247
H -0.968 0.012 -5.500
H -1.040 -0.072 -7.952
H -0.122 1.240 -7.320
H -2.625 1.199 -9.035
H -1.361 2.351 -9.040
H -3.786 2.870 -8.136
H -2.347 3.670 -7.578
H -4.243 1.535 -6.295
H -3.833 3.096 -5.660
H -0.943 3.045 -5.757
H -0.515 2.011 -4.342
H -1.751 3.265 -4.087
C 9.624 1.382 3.546
C 8.281 0.682 3.492
C 7.250 1.476 2.775
N 5.734 0.925 2.893
C 4.855 1.828 1.970
C 3.456 1.205 1.825
C 3.368 -0.235 1.445
C 4.231 -1.027 2.421
C 5.672 -0.557 2.460
C 5.243 1.023 4.409
H 9.446 2.452 3.440
H 10.340 1.087 2.779
H 9.920 0.987 4.518
H 7.855 0.367 4.444
H 8.308 -0.221 2.882
H 7.328 1.535 1.689
H 7.049 2.457 3.206
H 5.296 1.840 0.974
H 4.831 2.854 2.337
H 3.029 1.654 0.928
H 2.895 1.366 2.746
H 3.861 -0.312 0.476
H 2.359 -0.646 1.425
H 4.285 -2.050 2.049
H 3.818 -1.193 3.416
H 5.931 -0.581 1.402
H 6.305 -1.144 3.125
H 5.083 2.046 4.748
H 5.884 0.408 5.041
H 4.270 0.532 4.409
C 1.388 1.254 5.260
C 0.839 0.270 4.218
C -0.390 -0.518 4.861
N -0.014 -1.979 5.502
C 1.056 -1.807 6.614
C 1.235 -3.102 7.456
C -0.009 -3.658 8.065
C -1.113 -3.835 6.942
C -1.366 -2.519 6.139
C 0.422 -2.959 4.369
H 0.594 1.998 5.330
H 2.139 1.928 4.848
H 1.699 0.801 6.201
H 1.732 -0.323 4.019
H 0.524 0.824 3.334
H -1.123 -0.933 4.169
H -1.007 -0.028 5.615
H 0.685 -1.017 7.267
H 1.989 -1.550 6.112
H 1.998 -2.918 8.213
H 1.619 -3.898 6.819
H -0.409 -3.066 8.889
H 0.107 -4.669 8.455
H -2.058 -4.225 7.322
H -0.943 -4.667 6.259
H -1.902 -1.791 6.747
H -2.008 -2.828 5.314
H 1.209 -2.459 3.806
H -0.414 -3.002 3.671
H 0.626 -3.901 4.879
C 3.551 -3.973 -7.598
C 3.942 -2.570 -7.169
C 3.583 -2.313 -5.643
N 3.778 -0.847 -5.153
C 2.941 0.195 -5.922
C 2.986 1.503 -5.237
C 2.438 1.414 -3.770
C 3.328 0.469 -2.905
C 3.493 -0.968 -3.553
C 5.308 -0.593 -5.441
H 3.772 -4.102 -8.657
H 2.521 -4.207 -7.330
H 4.158 -4.685 -7.040
H 3.482 -1.861 -7.858
H 5.019 -2.418 -7.244
H 4.092 -3.098 -5.084
H 2.519 -2.433 -5.438
H 1.902 -0.130 -5.972
H 3.274 0.319 -6.952
H 2.610 2.295 -5.885
H 3.989 1.916 -5.136
H 1.448 0.995 -3.947
H 2.307 2.340 -3.209
H 2.920 0.347 -1.901
H 4.318 0.842 -2.644
H 2.619 -1.599 -3.392
H 4.458 -1.387 -3.269
H 5.909 -1.485 -5.265
H 5.619 0.175 -4.732
H 5.387 -0.193 -6.452
C -3.639 0.145 1.572
C -2.856 0.890 2.692
C -3.578 2.200 3.101
N -4.458 2.174 4.362
C -5.060 3.602 4.535
C -6.074 4.028 3.543
C -7.152 2.899 3.308
C -6.536 1.571 3.034
C -5.610 1.142 4.174
C -3.671 1.903 5.670
H -3.650 0.847 0.739
H -4.672 -0.161 1.738
H -3.017 -0.732 1.387
H -1.856 1.086 2.305
H -2.796 0.350 3.637
H -4.074 2.602 2.217
H -2.891 2.987 3.413
H -4.145 4.194 4.558
H -5.392 3.733 5.565
H -5.737 4.158 2.514
H -6.536 4.954 3.883
H -7.852 3.133 2.506
H -7.856 2.861 4.139
H -6.031 1.563 2.068
H -7.391 0.905 2.919
H -5.174 0.209 3.819
H -6.052 1.069 5.168
H -2.874 2.593 5.948
H -3.504 0.839 5.841
H -4.473 2.051 6.393
B 2.598 4.396 -0.670
F 3.529 3.414 -0.889
F 3.141 5.585 -0.707
F 1.520 4.303 -1.450
F 2.093 4.314 0.594
B -0.339 4.098 2.411
F -1.546 3.919 1.774
F 0.594 3.097 2.064
F 0.162 5.194 1.772
F -0.466 4.394 3.791
B -0.017 0.855 -0.421
F 0.312 0.174 0.681
F -0.551 0.203 -1.481
F -0.945 1.761 0.021
F 1.073 1.551 -0.932
B -1.588 4.548 -1.561
F -2.840 4.460 -1.166
F -1.107 3.364 -1.892
F -1.301 5.425 -2.599
F -0.811 4.957 -0.525

- Charge: +3
- Kohn-Sham gap (alpha / beta): 1.98 / 7.73 eV
- <S²>: 8.755
- E: -147452.007 eV
- Lowest unoccupied orbital energy (alpha / beta): -0.2044 / -0.2132 hartree
- E_HOMO (alpha / beta): -7.5 / -13.5 eV
- 2S+1: 6
- Largest force on an atom: 5.2 eV Å⁻¹

These are the Mulliken partial charges, in e, on atoms 1 to 5: Fe 2.6909; C -0.9392; C 2.3252; C -1.4043; N 1.4071

***

2.
Below is a cluster of 2 separate species, C8H17FN2 in total, with properties calculated with the ωB97M-V functional and the def2-TZVPD basis.

Geometry (Å):
C -1.212 2.771 -0.129
C 0.943 -1.474 -0.249
C -0.583 3.643 0.685
C -2.589 3.062 -0.574
C 0.593 -3.877 0.276
C 0.041 -2.004 2.036
C 2.157 0.695 -1.606
C 0.135 -2.454 0.498
N 0.340 -0.351 -0.697
N 0.736 0.612 -1.508
F -1.229 4.399 1.608
H -0.758 2.124 -0.748
H 1.811 -1.755 -0.793
H 0.418 3.828 1.009
H -2.833 4.093 -0.638
H -3.448 2.620 -0.007
H -2.860 2.652 -1.560
H 1.557 -4.034 -0.082
H -0.037 -4.268 -0.527
H 0.560 -4.577 1.115
H -0.655 -1.280 2.157
H 1.083 -1.522 2.309
H -0.134 -2.914 2.537
H 2.207 1.407 -2.391
H 2.462 1.179 -0.526
H 2.733 -0.330 -1.772
H -0.866 -2.204 -0.019
H -0.576 -0.041 -0.406

- Kohn-Sham gap (alpha / beta): 8.12 / 8.12 eV
- E: -14263.800 eV
- Lowest unoccupied orbital energy (alpha / beta): 0.0302 / 0.0302 hartree
- E_HOMO (alpha / beta): -7.3 / -7.3 eV
- Largest force on an atom: 5.4 eV Å⁻¹

These are the Mulliken partial charges, in e, on atoms 1 to 5: C 0.0635; C -0.6779; C -0.2130; C -1.2987; C -1.4823

***

3.
Below is a cluster of 12 separate species, H24O12 in total, with properties calculated with the ωB97M-V functional and the def2-TZVPD basis.

Geometry (Å):
O -1.836 -2.164 0.890
H -2.563 -1.571 0.867
H -1.058 -1.627 0.870
O 0.862 -1.085 2.400
H 1.098 -0.187 2.181
H 1.279 -1.549 1.640
O 2.604 -2.265 0.310
H 2.132 -2.586 -0.477
H 2.915 -3.017 0.826
O 1.709 1.407 1.725
H 1.333 1.879 2.478
H 1.544 1.937 0.943
O -2.888 2.465 -1.684
H -3.094 3.201 -1.161
H -2.088 2.139 -1.283
O 4.232 0.040 0.719
H 4.417 0.934 1.037
H 3.321 -0.085 0.613
O 0.130 -0.547 -0.195
H -0.324 0.282 -0.097
H 0.933 -0.301 -0.568
O -3.148 0.543 0.672
H -3.244 0.402 1.622
H -3.815 1.180 0.334
O -3.274 -0.951 -1.560
H -2.900 -0.392 -0.870
H -2.855 -0.632 -2.405
O -0.911 1.843 0.099
H -1.703 1.444 0.529
H -1.037 2.755 0.435
O 2.476 0.366 -1.464
H 2.813 1.128 -1.045
H 3.226 -0.204 -1.662
O -0.388 -1.548 -2.556
H -0.335 -1.133 -1.669
H 0.437 -2.103 -2.494

- Kohn-Sham gap: 9.21 eV
- E: -24958.927 eV
- Lowest unoccupied orbital energy: -0.0255 hartree
- E_HOMO: -9.9 eV
- Largest force on an atom: 3.2 eV Å⁻¹
- SMILES: O.O.O.O.O.O.O.O.O.O.O.O

These are the Mulliken partial charges, in e, on atoms 1 to 5: O -0.6780; H 0.2422; H 0.4790; O -0.6900; H 0.4033

***

4.
Below is a structure of composition C45H64AsCl3N4O2P3S2SiV, with properties calculated with the ωB97M-V functional and the def2-TZVPD basis.

Geometry (Å):
V 0.988 0.883 0.175
C -0.314 3.625 1.301
P -1.159 2.171 2.159
C -0.226 1.848 3.707
C 0.806 2.643 4.197
C 1.524 2.243 5.314
C 1.202 1.065 5.970
C 0.161 0.276 5.501
C -0.538 0.660 4.368
C -2.558 3.163 2.838
C -2.789 3.416 4.189
C -3.883 4.170 4.594
C -4.771 4.676 3.656
C -4.552 4.431 2.306
C -3.462 3.679 1.902
C -0.548 3.360 -0.152
C -1.234 4.115 -1.077
C -1.408 3.297 -2.217
C -0.821 2.078 -1.938
C -0.936 0.853 -2.791
P -1.908 -0.482 -1.887
C -3.351 0.581 -1.345
C -4.102 1.360 -2.225
C -5.236 2.025 -1.794
C -5.646 1.919 -0.469
C -4.900 1.163 0.419
C -3.755 0.505 -0.017
C -2.871 -1.190 -3.293
C -4.140 -1.722 -3.070
C -4.869 -2.278 -4.107
C -4.340 -2.322 -5.391
C -3.073 -1.811 -5.621
C -2.346 -1.253 -4.581
N -0.257 2.116 -0.675
H -0.749 4.577 1.605
H 0.748 3.573 1.542
H 1.071 3.558 3.688
H 2.350 2.849 5.666
H 1.776 0.749 6.835
H -0.090 -0.647 6.012
H -1.317 0.021 3.964
H -2.097 3.034 4.929
H -4.037 4.377 5.647
H -5.626 5.262 3.974
H -5.229 4.839 1.565
H -3.291 3.494 0.847
H -1.580 5.129 -0.940
H -1.916 3.565 -3.133
H -1.444 1.132 -3.717
H 0.028 0.400 -3.030
H -3.800 1.435 -3.263
H -5.803 2.631 -2.493
H -6.548 2.420 -0.136
H -5.205 1.090 1.456
H -3.166 -0.084 0.678
H -4.566 -1.707 -2.074
H -5.851 -2.693 -3.913
H -4.910 -2.756 -6.204
H -2.636 -1.868 -6.610
H -1.342 -0.897 -4.777
C 4.329 -2.212 4.834
C 3.001 -2.470 4.127
O 3.109 -2.255 2.745
P 2.690 -0.674 2.183
S 2.441 1.975 1.310
S 0.813 -1.019 1.405
O 3.559 -0.902 0.787
C 4.977 -0.968 0.836
C 5.619 0.198 1.581
H 4.238 -2.367 5.912
H 4.640 -1.184 4.647
H 5.092 -2.890 4.447
H 2.226 -1.820 4.555
H 2.701 -3.514 4.279
H 5.305 -0.954 -0.208
H 5.276 -1.923 1.286
H 5.137 1.123 1.268
H 6.690 0.243 1.370
H 5.467 0.087 2.655
C -3.984 -1.743 4.302
C -3.894 -2.532 2.997
As -2.098 -2.272 2.137
C -1.200 -3.670 3.233
C 0.036 -4.294 2.587
C -2.447 -3.335 0.517
C -3.163 -4.668 0.682
H -4.932 -1.914 4.820
H -3.887 -0.674 4.102
H -3.172 -2.026 4.978
H -4.655 -2.170 2.298
H -4.097 -3.591 3.178
H -1.924 -4.453 3.480
H -0.903 -3.198 4.175
H -0.223 -4.857 1.688
H 0.530 -4.983 3.279
H 0.755 -3.528 2.304
H -1.474 -3.493 0.048
H -3.011 -2.695 -0.165
H -2.657 -5.302 1.414
H -3.177 -5.203 -0.270
H -4.198 -4.529 1.000
Cl 0.875 -2.941 -5.001
Si 0.037 -2.794 -2.871
Cl -1.554 -4.205 -3.230
Cl 1.404 -4.233 -2.028
C 2.861 3.096 -1.926
N 3.060 1.984 -2.846
C 2.251 2.131 -4.052
C 2.945 0.678 -2.302
N 2.033 0.342 -1.455
N 3.883 -0.191 -2.780
C 4.862 0.192 -3.773
C 3.784 -1.617 -2.522
H 3.218 4.004 -2.422
H 3.439 2.924 -1.022
H 1.815 3.237 -1.634
H 1.195 2.313 -3.817
H 2.327 1.234 -4.669
H 2.628 2.984 -4.623
H 2.044 -0.654 -1.229
H 4.945 1.273 -3.793
H 4.593 -0.172 -4.772
H 5.832 -0.236 -3.504
H 3.071 -2.106 -3.186
H 3.492 -1.812 -1.490
H 4.765 -2.065 -2.681

- Charge: -2
- Kohn-Sham gap (alpha / beta): 5.70 / 6.34 eV
- <S²>: 2.028
- E: -239275.766 eV
- Lowest unoccupied orbital energy (alpha / beta): 0.1530 / 0.1529 hartree
- E_HOMO (alpha / beta): -1.5 / -2.2 eV
- 2S+1: 3
- Largest force on an atom: 1.9 eV Å⁻¹

These are the Mulliken partial charges, in e, on atoms 1 to 5: V -0.8123; C -1.8934; P 1.3005; C 0.7699; C -0.6112

***

5.
Below is a structure of composition CHLiO2Pr, with properties calculated with the ωB97M-V functional and the def2-TZVPD basis.

Geometry (Å):
H -0.309 -0.767 -1.080
O 0.260 -0.482 0.356
C -0.848 -0.183 -0.368
O -0.931 1.003 -0.610
Li 1.881 -1.349 0.165
Pr -0.054 1.777 1.538

- Charge: +3
- Kohn-Sham gap (alpha / beta): 6.11 / 7.72 eV
- <S²>: 2.015
- E: -19385.377 eV
- Lowest unoccupied orbital energy (alpha / beta): -0.6873 / -0.6310 hartree
- E_HOMO (alpha / beta): -24.8 / -24.9 eV
- 2S+1: 3
- Largest force on an atom: 6.6 eV Å⁻¹

These are the Mulliken partial charges, in e, on atoms 1 to 5: H 0.3915; O -0.6997; C 0.3961; O -0.3966; Li 0.9549

***

6.
Below is a cluster of 2 separate species, CH3F2NO in total, with properties calculated with the ωB97M-V functional and the def2-TZVPD basis.

Geometry (Å):
C 3.796 -0.146 0.042
N -0.119 0.579 0.329
O 3.956 -0.279 1.183
F 3.847 -1.087 -0.878
F 3.544 1.004 -0.526
H 0.636 -0.064 -0.074
H -0.178 0.227 1.263
H -1.034 0.402 -0.051

- Kohn-Sham gap (alpha / beta): 5.41 / 7.75 eV
- <S²>: 2.002
- E: -10051.806 eV
- Lowest unoccupied orbital energy (alpha / beta): 0.0337 / -0.1799 hartree
- E_HOMO (alpha / beta): -4.5 / -12.6 eV
- 2S+1: 3
- Largest force on an atom: 2.6 eV Å⁻¹

These are the Mulliken partial charges, in e, on atoms 1 to 5: C 0.3348; N -1.6327; O -0.2676; F -0.1144; F -0.0720

***

7.
Below is a cluster of 2 separate species, C4H8NO3 in total, with properties calculated with the ωB97M-V functional and the def2-TZVPD basis.

Geometry (Å):
C -1.512 1.736 -0.803
C -0.617 1.159 -1.932
O 0.447 0.593 -1.576
O -1.045 1.301 -3.092
H -2.113 0.912 -0.415
H -2.232 2.422 -1.254
H -0.916 2.243 -0.046
C -0.442 -0.557 2.211
C 0.773 -1.323 1.740
O 1.195 -2.284 2.375
N 1.373 -0.838 0.644
H 2.153 -1.378 0.292
H 0.940 -0.167 -0.022
H -0.081 0.049 3.038
H -1.217 -1.200 2.592
H -0.802 0.144 1.482

- Charge: -1
- Kohn-Sham gap: 8.36 eV
- E: -11913.139 eV
- Lowest unoccupied orbital energy: 0.1392 hartree
- E_HOMO: -4.6 eV
- Largest force on an atom: 0.8 eV Å⁻¹

These are the Mulliken partial charges, in e, on atoms 1 to 5: C -0.8118; C 0.5591; O -0.7784; O -0.7266; H 0.1397

***

8.
Below is a structure of composition C12H13ClMgO, with properties calculated with the ωB97M-V functional and the def2-TZVPD basis.

Geometry (Å):
C -2.274 -0.950 -0.068
C -1.653 -1.131 -1.346
C -1.415 0.160 -1.901
H -1.488 -2.084 -1.854
C -1.811 1.141 -0.950
C -2.338 0.455 0.190
H -2.839 0.930 1.033
H -2.660 -1.732 0.582
H -1.093 0.367 -2.920
H -1.857 2.216 -1.118
Mg -0.175 -0.206 0.285
Cl 0.184 -2.089 1.563
C 2.312 0.122 0.298
C 1.935 1.356 -0.316
C 1.512 1.077 -1.639
H 2.105 2.344 0.116
C 1.614 -0.326 -1.851
C 2.117 -0.922 -0.669
H 2.407 -1.968 -0.543
H 2.801 0.025 1.271
H 1.232 1.835 -2.381
H 1.415 -0.861 -2.789
C -0.141 0.719 3.355
C -0.095 1.397 2.099
O -0.090 2.440 1.549
H 0.740 0.049 3.375
H -1.008 0.031 3.304
H -0.194 1.355 4.259

- Charge: -2
- Kohn-Sham gap: 3.53 eV
- E: -32668.074 eV
- Lowest unoccupied orbital energy: 0.2002 hartree
- E_HOMO: 1.9 eV
- Largest force on an atom: 6.8 eV Å⁻¹

These are the Mulliken partial charges, in e, on atoms 1 to 5: C -0.6632; C -0.5348; C -0.2424; H 0.3138; C -0.4397